The following is a quantum chemistry calculation of a structure of composition C56H57IrN6O4P2, from OMol25.

Positions of all 126 atoms, in Å:
Ir -0.03255 -0.02639 0.29296
C 3.34920 -3.31445 3.12293
N 2.32280 -2.29032 2.90913
C 1.96241 -1.73275 1.73134
N 0.96863 -0.87189 1.92211
C 0.67104 -0.90105 3.27034
C 1.52168 -1.78060 3.89441
C 1.64116 -2.19020 5.30847
C 2.60550 -1.59850 6.12522
C 2.71053 -1.97832 7.45483
C 1.85562 -2.94508 7.97065
C 0.89675 -3.53533 7.15942
C 0.78764 -3.16078 5.82688
C -0.38711 -0.08345 3.86171
C -1.43749 0.37134 3.12640
C -2.26517 1.51965 3.60404
C -2.15044 1.81287 5.06257
C -1.27255 1.14977 5.84421
C -0.34782 0.27685 5.23382
P 2.67219 -2.21938 0.12322
C 1.06813 -2.63726 -0.64219
N 0.05012 -1.79354 -0.58738
C -0.94195 -2.22121 -1.42309
C -0.53207 -3.41265 -1.97777
N 0.73187 -3.64811 -1.47851
C 1.58645 -4.77873 -1.84222
C -1.20971 -4.29364 -2.93985
C -1.45464 -5.63186 -2.63580
C -2.10911 -6.44015 -3.55170
C -2.52412 -5.91585 -4.76859
C -2.28696 -4.58194 -5.07197
C -1.63081 -3.76952 -4.16089
C -2.09921 -1.33310 -1.52507
C -1.88442 0.02725 -1.20809
C -2.94469 0.92541 -1.19212
C -4.22623 0.47941 -1.47924
C -4.43801 -0.85426 -1.80283
C -3.38442 -1.75945 -1.82382
C 2.81927 -0.57592 -0.63875
N 1.81186 0.27447 -0.84049
C 2.21757 1.18080 -1.78575
C 3.52589 0.89348 -2.12414
N 3.88227 -0.20929 -1.39377
C 5.19235 -0.85940 -1.42083
C 4.41900 1.58376 -3.06655
C 4.60547 2.95909 -2.94799
C 5.41795 3.62900 -3.84876
C 6.04413 2.93164 -4.87234
C 5.85518 1.56206 -5.00063
C 5.04381 0.88862 -4.10189
C 1.31881 2.09752 -2.51437
C 1.31362 1.99754 -3.90740
C 0.47849 2.79457 -4.67166
C -0.36847 3.70068 -4.05126
C -0.36872 3.80556 -2.66807
C 0.46981 3.01150 -1.89550
H 4.07397 -3.27242 2.31593
H 2.89063 -4.30092 3.15481
H 3.84753 -3.12109 4.06814
H 3.27267 -0.84649 5.71825
H 3.46094 -1.52466 8.08808
H 1.94142 -3.24186 9.00718
H 0.23678 -4.29170 7.56191
H 0.04203 -3.62270 5.19069
H -1.65595 -0.04436 2.14256
H -3.31725 1.35094 3.35121
H -2.76007 2.62551 5.44031
H -1.19077 1.35567 6.90276
H 0.43751 -0.14753 5.85036
H 1.38592 -5.05104 -2.87459
H 1.38520 -5.63332 -1.20004
H 2.62803 -4.48488 -1.74040
H -1.15254 -6.03763 -1.67746
H -2.30140 -7.47756 -3.31448
H -3.03427 -6.54891 -5.48182
H -2.60806 -4.17653 -6.02178
H -1.43576 -2.73025 -4.39773
H -0.85574 0.51060 -1.39585
H -2.75513 1.97061 -0.99348
H -5.05508 1.17410 -1.47734
H -5.43636 -1.19568 -2.04172
H -3.56327 -2.80024 -2.06098
H 5.94681 -0.10644 -1.63013
H 5.22881 -1.62391 -2.19440
H 5.39402 -1.30885 -0.45249
H 4.11398 3.50003 -2.14854
H 5.56534 4.69598 -3.75168
H 6.67816 3.45608 -5.57425
H 6.33460 1.02146 -5.80529
H 4.87756 -0.17564 -4.22161
H 1.97281 1.28970 -4.39485
H 0.49017 2.70830 -5.74971
H -1.01893 4.33045 -4.64314
H -1.01796 4.53250 -2.19915
H 0.48515 3.11339 -0.81852
C -0.55004 6.26390 0.34271
C -1.42107 5.35180 1.17797
C -2.08971 6.08358 2.32142
C -2.40450 4.56101 0.34278
O -0.42843 4.39673 1.81318
P -0.44209 2.92247 2.21512
O -1.87816 2.73961 2.92753
O -0.30502 1.92679 1.11337
O 0.67971 2.69149 3.25925
C 1.43240 3.65137 4.14434
C 0.45247 4.52646 4.89813
C 2.19351 2.72926 5.07636
C 2.37746 4.44706 3.26617
H -1.17398 7.02587 -0.12482
H -0.03102 5.71014 -0.43915
H 0.18720 6.76732 0.96717
H -2.80870 6.79593 1.91622
H -1.36007 6.64185 2.90718
H -2.62726 5.39149 2.97013
H -3.03022 5.25683 -0.21635
H -3.05568 3.94615 0.96378
H -1.87493 3.93052 -0.37046
H -0.21886 3.92744 5.51488
H -0.13258 5.15020 4.22491
H 1.01051 5.18628 5.56265
H 1.50881 2.15261 5.70175
H 2.82776 3.32055 5.73603
H 2.82654 2.04773 4.50751
H 1.83704 5.11062 2.59479
H 3.00774 3.77793 2.67986
H 3.02320 5.05529 3.89971

The calculation puts the molecular weight at 1132.3 g mol⁻¹. Its gap between HOMO and LUMO (spin up / spin down) is 4.16 / 4.19 eV. The total charge is +3. The calculated total energy comes out at -97525.68899 eV. For the LUMO energy (spin up / spin down), the calculation gives -10.23 / -10.21 eV. As for the multiplicity: 2. As for the expectation value of S²: 0.754.

Here are the Mulliken charges for atoms 1 to 4, given in e: atom 1 (Ir): 2.06, atom 2 (C): -0.90, atom 3 (N): 0.64, atom 4 (C): -0.47



The following is a quantum chemistry calculation of a cluster of 2 separate species, C8H15F8NOPS in total in a non-equilibrium geometry, from OMol25.

Positions of all 35 atoms, in Å:
N 1.28689 0.63133 -0.24954
C 2.17101 1.81025 0.00416
C 3.64218 1.35918 0.30583
C 4.73528 2.17664 -0.50054
P 4.36282 4.01676 -0.57962
S 3.53403 4.39761 -2.51345
H 0.36351 1.06192 -0.34579
H 1.51527 0.36386 -1.20969
H 2.10901 2.44230 -0.91736
H 1.80198 2.38948 0.87643
H 3.88865 1.49500 1.37895
H 3.81791 0.29343 0.04637
H 4.77853 1.74277 -1.52154
H 5.72491 2.04675 -0.01669
H 3.29512 4.33992 0.31174
H 5.50829 4.81529 -0.32794
H 4.14491 3.46328 -3.31753
C -2.93036 -1.22542 -0.59080
C -2.39023 -0.67958 0.75582
C -1.28407 -1.48622 1.45231
F -1.68679 -2.71606 1.79293
F -0.90802 -0.87411 2.60287
F -3.42778 -0.46941 1.58781
F -1.87014 0.55724 0.47611
O -4.16258 -1.95971 -0.59639
C -4.18263 -3.34339 -0.36641
C -4.97028 -3.70954 0.89594
F -4.44951 -3.13201 1.99259
F -4.93643 -5.04420 1.09084
F -2.93807 -3.83989 -0.37295
F -4.80537 -3.88883 -1.42536
H -3.17196 -0.33596 -1.17544
H -2.15779 -1.73716 -1.16590
H -0.39776 -1.57147 0.81729
H -6.01051 -3.39004 0.80495

The calculation puts the molecular weight at 356.2 g mol⁻¹. Its gap between HOMO and LUMO is 8.84 eV. The total charge is +1. The calculated total energy comes out at -53932.85682 eV. For the LUMO energy, the calculation gives -4.47 eV.

Here are the Mulliken charges for atoms 1 to 4, given in e: atom 1 (N): -0.52, atom 2 (C): -0.44, atom 3 (C): -0.58, atom 4 (C): -0.66